Entry 1:
ORCA calculation (wB97M-V/def2-TZVPD) on a structure of composition C18H21N2O2S2Zn at a distorted geometry.

Output
Highest occupied orbital energy: -4.109 eV
Energy: -3534.27532 a.u.
Total charge: -1
Energy above the lowest of the compared OMol25 structures with the same formula, charge and spin: 0.224 eV
Gap between HOMO and LUMO: 7.03 eV

Cartesian coordinates (Å):
Zn1 -0.7895 0.4276 1.4221
S1 -0.3780 2.7077 1.2073
S2 -0.8667 -1.2009 3.1678
O1 -3.3056 1.7211 -1.3238
O2 -2.3921 0.4923 0.3887
N1 1.5812 -0.4625 1.4347
N2 0.0453 0.3229 -0.7591
C1 -1.1672 2.8363 -3.2231
C2 -0.1390 -0.9642 -1.4150
C3 2.4943 -2.7436 1.5358
C4 1.4996 -1.8266 1.8465
C5 -1.2125 2.5376 -0.3603
C6 2.4005 -4.0738 1.9046
C7 0.2959 -3.6091 2.9317
C8 0.3872 -2.2573 2.5916
C9 -0.7450 1.6617 -2.7177
C10 -1.4532 3.8068 -1.0289
C11 -2.1787 1.3990 -0.5469
C12 -0.8335 1.3364 -1.3099
C13 2.2413 -0.2346 0.1545
C14 -3.9522 0.5623 -1.8045
C15 2.1186 0.3804 2.4949
C16 -1.5186 3.9255 -2.3636
C17 1.4363 0.7431 -0.7084
C18 1.2839 -4.5094 2.5994
H1 1.1834 -5.5509 2.8758
H2 3.1854 0.1782 2.6688
H3 -1.5286 4.6631 -0.3751
H4 0.1962 -1.7741 -0.7654
H5 -3.3999 0.1306 -2.6513
H6 1.5770 0.1829 3.4175
H7 1.8908 0.7966 -1.7133
H8 1.9829 1.4279 2.2323
H9 3.2597 0.1568 0.2926
H10 0.4104 -1.0299 -2.3667
H11 -4.9498 0.8634 -2.1229
H12 -1.1995 -1.1043 -1.6101
H13 2.3148 -1.1766 -0.3926
H14 1.4629 1.7400 -0.2630
H15 3.1981 -4.7599 1.6585
H16 -0.5797 -3.9317 3.4733
H17 -1.7436 4.8821 -2.8164
H18 3.3723 -2.4134 0.9998
H19 -1.1516 3.0093 -4.2933
H20 -4.0166 -0.1765 -0.9988
H21 -0.3172 0.9077 -3.3681


Entry 2:
ORCA calculation (wB97M-V/def2-TZVPD) on a structure of composition C42H30Cl5N4S7V at a distorted geometry.

Output
Highest occupied orbital energy (alpha / beta): -7.655 / -7.959 eV
Energy: -7869.45511 a.u.
Multiplicity: 3
Energy above the lowest of the compared OMol25 structures with the same formula, charge and spin: 0.896 eV
Gap between HOMO and LUMO (alpha / beta): 7.12 / 6.26 eV

Cartesian coordinates (Å):
V1 -0.8472 -2.4960 0.1368
Cl1 4.0249 -4.0899 2.7966
Cl2 1.9439 -7.2329 -0.9875
Cl3 4.3608 -6.3496 0.7293
Cl4 1.3132 -2.6318 3.1988
Cl5 -0.5070 -5.4672 -1.1893
S1 -6.2790 -1.9221 1.2287
S2 -5.8816 -2.5749 -0.5770
S3 1.4351 1.8045 0.9756
S4 -1.0505 0.3650 1.6855
S5 0.0826 -1.2165 -2.3728
S6 -2.9250 -3.4376 0.2800
S7 -3.9301 -2.5202 -1.2495
N1 -0.6252 -2.4700 -1.6197
N2 -0.0548 1.5816 1.8095
N3 -0.7082 -0.9927 1.1007
N4 1.8786 1.0478 -0.1686
C1 -1.9503 -1.5082 5.1978
C2 -1.5289 0.1049 3.3392
C3 1.2317 3.5226 0.4315
C4 -1.2071 1.6521 -4.7197
C5 1.7603 5.2475 -1.1837
C6 3.3405 0.6880 2.7426
C7 3.4927 -1.7676 -4.3411
C8 1.9131 -3.3078 -5.2924
C9 0.7745 6.0109 -0.6341
C10 -4.6532 0.8613 -0.0954
C11 -1.6798 1.1698 4.2409
C12 -0.0233 5.5698 0.4192
C13 1.4753 -3.7067 1.8477
C14 2.5330 -1.3161 -3.4134
C15 -3.6759 0.5282 0.8811
C16 -0.6055 0.8321 -3.7542
C17 -2.2154 1.0859 -5.4913
C18 0.2563 4.3325 1.0261
C19 -4.3364 1.7463 -1.1198
C20 1.2905 -1.9149 -3.4742
C21 1.9683 3.9210 -0.6868
C22 2.8978 -5.4637 0.7644
C23 -1.0518 -0.4669 -3.5407
C24 -2.2011 2.0728 -0.1309
C25 3.5384 2.9712 4.3328
C26 2.5918 2.9208 3.3040
C27 -1.9497 -1.0704 -4.3976
C28 -2.5440 -0.2830 -5.3723
C29 -1.8170 0.8942 5.6425
C30 0.9652 -2.9245 -4.3360
C31 1.8316 -5.8121 -0.0555
C32 0.7050 -4.9832 -0.0795
C33 -3.0943 2.3523 -1.1483
C34 0.4737 -3.9151 0.8164
C35 -1.9234 -0.4030 6.0774
C36 -1.8693 -1.1953 3.8605
C37 2.7370 -4.4174 1.7037
C38 4.1884 0.6851 3.8629
C39 4.2325 1.8075 4.7132
C40 -2.4284 1.1872 0.8747
C41 3.1640 -2.7240 -5.2715
C42 2.5630 1.8366 2.4853
H1 -0.8395 6.2001 0.7858
H2 -0.3335 3.9285 1.8441
H3 -2.1604 -0.5003 7.1569
H4 -1.5088 2.1649 3.8251
H5 -1.9546 -2.0341 3.1546
H6 -5.0181 1.9193 -1.9728
H7 -2.8958 1.7749 -6.0427
H8 0.6282 6.9865 -1.0716
H9 -2.2037 -2.1328 -4.2536
H10 4.8299 -0.1950 3.9998
H11 -1.2785 2.6573 -0.2233
H12 -3.2573 -0.8019 -6.0561
H13 3.7412 3.8994 4.8409
H14 0.2685 1.2498 -3.1707
H15 2.7122 -0.6084 -2.6195
H16 2.4614 5.5522 -2.0122
H17 4.4687 -1.2759 -4.4336
H18 4.7987 1.7726 5.6402
H19 -2.7218 2.9286 -2.0023
H20 1.6841 -4.0232 -6.0459
H21 -3.8564 -0.1584 1.6973
H22 -5.5534 0.3242 -0.0109
H23 -0.9488 2.6938 -4.8609
H24 0.0003 -3.4367 -4.1417
H25 3.1077 -0.2261 2.1876
H26 -2.0628 -2.5595 5.5403
H27 1.7138 3.6511 3.1812
H28 2.7827 3.3019 -1.0463
H29 -1.8665 1.6872 6.3780
H30 3.8624 -2.9579 -6.0706


Entry 3:
ORCA calculation (wB97M-V/def2-TZVPD) on a cluster of 2 separate species, C6H12O in total at a distorted geometry.

Output
Highest occupied orbital energy: -9.180 eV
Energy: -311.00338 a.u.
SMILES: C=C(C)C(=C)C.O
Energy above the lowest of the compared OMol25 structures with the same formula, charge and spin: 1.521 eV
Gap between HOMO and LUMO: 9.98 eV

Cartesian coordinates (Å):
O1 2.9858 -0.1165 -1.1383
C1 -0.4904 0.5510 -0.3055
C2 -0.4980 -0.2468 -1.5726
C3 -0.3556 -0.1475 0.9994
C4 -0.6028 1.8760 -0.3410
C5 -1.5112 -0.9939 1.4424
C6 0.7079 0.0698 1.7637
H1 -1.5829 -1.0911 2.5202
H2 -1.4306 -2.0049 1.0252
H3 -0.7893 2.4043 -1.2682
H4 -0.5412 0.3937 -2.4460
H5 3.4953 -0.7405 -1.6700
H6 -2.4439 -0.6143 1.0295
H7 2.1187 -0.0634 -1.5552
H8 0.3970 -0.8813 -1.6474
H9 -0.5184 2.3963 0.6037
H10 0.7190 -0.3358 2.7671
H11 -1.2452 -1.0503 -1.6116
H12 1.5859 0.5950 1.4045


Entry 4:
ORCA calculation (wB97M-V/def2-TZVPD) on a structure of composition C35H38ClIrN4OS3 at a distorted geometry.

Output
Highest occupied orbital energy (alpha / beta): -6.607 / -7.480 eV
Energy: -3409.70841 a.u.
Multiplicity: 5
Energy above the lowest of the compared OMol25 structures with the same formula, charge and spin: 0.909 eV
Gap between HOMO and LUMO (alpha / beta): 6.68 / 6.13 eV

Cartesian coordinates (Å):
Ir1 -0.3725 -0.9193 0.8530
Cl1 3.0072 0.2759 6.8456
S1 -1.3777 -0.7103 3.2302
S2 -1.6250 1.3054 0.7678
S3 0.8700 1.3682 -1.9662
O1 -0.0995 0.3276 -1.5565
N1 -0.1510 -2.6724 -0.8811
N2 -0.2833 -3.3224 1.9914
N3 -1.3422 6.2755 4.2393
N4 -1.5676 3.7436 7.4209
C1 -0.2794 -4.0384 -0.3665
C2 0.0546 -2.0210 -5.2888
C3 -1.5790 3.3441 6.3452
C4 2.0468 0.1283 2.4247
C5 0.8500 1.3733 -3.8466
C6 -2.9818 2.9152 -3.9080
C7 -1.5824 2.8478 5.0256
C8 -0.9784 3.4121 -2.6681
C9 -0.0835 -0.7179 -4.8429
C10 0.0344 3.0086 -1.6600
C11 2.3691 -1.9829 -4.6829
C12 -1.6272 -3.8100 2.2979
C13 -0.8442 4.5924 -3.3901
C14 -1.5771 1.4821 4.7877
C15 1.2799 -2.6593 -5.2089
C16 1.0077 -0.0214 -4.3380
C17 1.6863 0.0497 1.0375
C18 -1.5558 3.2504 2.6377
C19 -1.1657 -2.4648 -1.9143
C20 2.7901 -0.8913 3.0489
C21 1.6804 1.2318 3.2210
C22 -1.5583 1.8794 2.3947
C23 1.9656 1.2787 4.5647
C24 -2.8363 4.0933 -4.6244
C25 -1.4466 5.1380 4.1274
C26 3.0855 -0.8503 4.3915
C27 2.2332 -0.6759 -4.2478
C28 -1.5223 0.9825 3.4874
C29 2.6494 0.2242 5.1561
C30 -1.5372 3.7455 3.9335
C31 -1.7684 4.9338 -4.3609
C32 0.3643 -4.1863 1.0056
C33 0.4997 -3.3528 3.2249
C34 1.1714 -2.5103 -1.4851
C35 -2.0599 2.5757 -2.9351
H1 -2.1627 -2.5364 -1.4797
H2 -1.6067 -4.8718 2.5786
H3 -1.0431 -0.2272 -4.9019
H4 3.3261 -2.4795 -4.6116
H5 1.5416 1.0261 0.5834
H6 1.5085 -2.9910 3.0436
H7 -2.1568 1.6524 -2.3851
H8 0.3173 -5.2485 1.3081
H9 -1.6065 0.7890 5.6141
H10 1.9501 -2.7668 -0.7706
H11 0.8363 3.7387 -1.5723
H12 3.1521 -1.7068 2.4386
H13 2.3455 -0.5861 0.4508
H14 0.5484 -4.3738 3.6272
H15 -3.8050 2.2499 -4.1252
H16 1.2769 -3.1491 -2.3728
H17 0.1733 -4.7561 -1.0696
H18 1.1566 2.0582 2.7633
H19 -1.3402 -4.2813 -0.2815
H20 -2.2970 -3.6800 1.4527
H21 -1.0737 -3.2179 -2.7111
H22 -1.5423 3.9336 1.8009
H23 1.4187 -3.9031 0.9560
H24 3.0852 -0.1461 -3.8488
H25 -0.0178 5.2551 -3.1864
H26 -1.6404 5.8460 -4.9265
H27 0.0423 -2.6959 3.9612
H28 -1.0392 -1.4759 -2.3471
H29 -2.0300 -3.2412 3.1297
H30 3.6485 -1.6420 4.8601
H31 1.3851 -3.6779 -5.5538
H32 1.6943 2.0046 -4.1147
H33 -0.4328 2.8386 -0.6869
H34 -3.5375 4.3512 -5.4043
H35 -0.7958 -2.5445 -5.6983
H36 1.2904 -1.4737 -1.7799
H37 -0.0844 1.8177 -4.1824
H38 1.6713 2.1347 5.1542


Entry 5:
ORCA calculation (wB97M-V/def2-TZVPD) on a cluster of 6 separate species, C22H48BCl2N6O6S2 in total at a distorted geometry.

Output
Highest occupied orbital energy: -4.572 eV
Energy: -3388.71744 a.u.
Total charge: -1
Gap between HOMO and LUMO: 6.49 eV

Cartesian coordinates (Å):
Cl1 -1.0314 -3.1100 3.9246
Cl2 -3.6213 -0.8716 1.2067
S1 -1.8923 -5.7499 2.0415
S2 -5.3467 -5.1485 1.0723
O1 -2.8948 3.4796 2.8506
O2 2.1045 -4.7354 0.3966
O3 2.7489 1.1048 -3.3348
O4 -4.2206 0.2863 5.1179
O5 4.8911 3.1489 -6.6279
O6 1.7865 -2.8980 -2.3277
N1 -2.8689 -3.8770 0.1587
N2 2.6155 3.2800 -2.6144
N3 -3.4367 0.5579 7.2524
N4 -4.8725 3.3792 1.6934
N5 3.9742 1.3816 -7.7654
N6 3.7172 -1.6645 -2.2031
C1 -3.6727 3.9306 2.0312
C2 2.4012 -1.9174 -1.9516
C3 -5.2927 2.1496 2.3433
C4 -5.7423 3.9809 0.7057
C5 -2.0798 0.8169 6.8080
C6 1.0204 -4.1511 1.2242
C7 3.1150 1.0072 -6.6578
C8 -3.7249 0.5703 8.6707
C9 4.8021 2.4547 -7.6239
C10 2.2044 4.6397 -2.8960
C11 -4.3996 0.3103 6.3187
C12 2.4279 2.2677 -3.5074
C13 -1.9020 -1.3427 1.7926
C14 -2.0069 -2.8587 2.3461
C15 3.2464 2.9867 -1.3424
C16 -3.9098 -4.5304 0.4913
C17 -1.5374 -0.2733 2.9682
C18 4.4789 -2.6208 -2.9795
C19 1.6756 -2.7863 1.8367
C20 3.9248 0.6034 -8.9856
C21 4.3756 -0.4709 -1.7185
C22 -0.3198 -3.8601 0.3815
B1 -1.7218 -4.0185 1.2187
H1 2.9100 0.6390 -9.3905
H2 3.0805 5.2922 -2.8579
H3 -5.3933 0.1262 6.7598
H4 -1.7175 -0.0448 6.2417
H5 -2.2862 -0.3777 3.8372
H6 -3.4782 1.5553 9.0764
H7 4.1909 -0.4323 -8.7590
H8 -6.7010 4.2211 1.1737
H9 1.9167 -1.1284 -1.3542
H10 -5.3028 4.8946 0.3017
H11 4.7553 0.0956 -2.5713
H12 -6.2682 1.8339 1.9708
H13 3.6852 0.1540 -1.1533
H14 -4.5537 1.3706 2.1469
H15 4.2424 2.5748 -1.5230
H16 2.5131 0.1356 -6.9168
H17 -4.7795 0.3608 8.8573
H18 1.7909 -4.8838 -0.5189
H19 -0.4627 -0.3850 3.3391
H20 -0.2094 -2.8555 -0.1748
H21 -5.3468 2.3159 3.4218
H22 1.7469 4.7132 -3.8837
H23 2.6368 -2.5071 1.2922
H24 4.6202 0.9966 -9.7289
H25 5.5098 -2.2839 -3.0970
H26 5.4103 2.6523 -8.5220
H27 -2.0635 -6.6119 0.9485
H28 3.7332 0.7814 -5.7863
H29 4.4639 -3.5882 -2.4709
H30 4.0148 -2.7350 -3.9627
H31 0.8850 -1.9537 1.6910
H32 0.8584 -4.9266 2.0648
H33 -1.7034 0.7683 2.4966
H34 5.2090 -0.7619 -1.0715
H35 2.4604 1.8471 -6.4149
H36 -3.1157 -0.1910 9.1652
H37 -0.3554 -4.6589 -0.4589
H38 -3.1081 -2.9867 2.6756
H39 1.8044 -2.8656 2.9805
H40 -2.0781 1.6918 6.1529
H41 -1.2341 -1.2212 0.8806
H42 2.6503 2.2412 -0.8102
H43 -5.9022 3.2698 -0.1091
H44 1.9411 2.5993 -4.4384
H45 3.3274 3.8908 -0.7379
H46 1.4799 4.9567 -2.1412
H47 -1.4252 0.9963 7.6619
H48 -3.4543 4.8597 1.4781


Entry 6:
ORCA calculation (wB97M-V/def2-TZVPD) on a structure of composition C3H6N2OS at a distorted geometry.

Output
Highest occupied orbital energy: -8.984 eV
Energy: -700.65170 a.u.
Energy above the lowest of the compared OMol25 structures with the same formula, charge and spin: 6.463 eV
Gap between HOMO and LUMO: 8.38 eV

Cartesian coordinates (Å):
S1 -2.8974 -1.2986 0.1494
O1 -1.9488 1.1301 -0.4175
N1 1.7820 -1.2793 0.0957
N2 0.4204 -1.5128 -0.3396
C1 -0.1815 -0.4099 -0.2196
C2 -1.6865 -0.1857 -0.2592
C3 0.5864 0.9702 0.3126
H1 0.9694 1.5679 -0.8132
H2 2.2019 -1.9685 -0.6017
H3 1.4740 0.3125 1.0343
H4 -2.9133 1.2002 0.0813
H5 2.1072 -0.3636 -0.2879
H6 0.0861 1.8373 1.2652


Entry 7:
ORCA calculation (wB97M-V/def2-TZVPD) on a structure of composition C44H42N5O3P2PtSe2.

Output
Highest occupied orbital energy: -10.375 eV
Energy: -7806.11792 a.u.
Total charge: +1
Energy above the lowest of the compared OMol25 structures with the same formula, charge and spin: 0.982 eV
Gap between HOMO and LUMO: 7.67 eV

Cartesian coordinates (Å):
Pt1 0.0460 0.4229 -2.5094
Se1 3.5427 0.8288 3.2280
Se2 1.4989 -1.3729 -3.1020
P1 2.3702 -0.8634 2.8524
P2 2.0486 -1.9690 -1.0720
O1 -0.0805 0.6197 -4.4740
O2 -1.6465 1.8519 -2.8016
O3 -0.1384 1.9357 -6.2596
N1 0.4504 0.5276 1.6099
N2 1.3239 2.6580 -3.1442
N3 0.3308 0.0310 -0.5234
N4 -0.0832 0.8090 0.4586
N5 1.0715 2.6497 -4.5165
C1 -2.8633 1.7050 -2.6908
C2 4.6698 -2.3669 2.5493
C3 -2.5270 3.1924 4.0957
C4 -5.6093 1.1459 -1.9489
C5 1.9609 -4.6793 -1.5468
C6 -1.7627 3.9826 3.2501
C7 3.2805 -2.3805 2.4864
C8 0.5047 -2.7175 5.9933
C9 1.2929 -0.4860 1.4035
C10 -0.1708 -5.1381 0.1775
C11 6.0520 -2.6285 -0.7214
C12 -1.7341 2.2130 1.6232
C13 -1.2932 1.6756 0.2906
C14 -4.5288 4.8747 -3.7861
C15 3.8053 -1.7903 -0.7615
C16 -5.1909 2.4450 -2.5939
C17 1.4456 -5.9567 -1.4057
C18 5.6446 -0.2695 -0.4732
C19 1.2077 -0.8265 0.0414
C20 -2.1294 4.2915 -4.0330
C21 -5.8490 4.6231 -3.4226
C22 -0.4821 -1.8055 6.3304
C23 0.3482 -3.8591 0.0497
C24 -1.3673 3.4924 2.0134
C25 4.2850 -0.4897 -0.5921
C26 0.3855 -6.1878 -0.5389
C27 1.4335 -3.6321 -0.7911
C28 1.3560 -2.4617 4.9273
C29 4.7026 -4.7406 2.1560
C30 -6.9104 5.6507 -3.6818
C31 4.6884 -2.8630 -0.8157
C32 -6.1594 3.4056 -2.8277
C33 -3.5189 3.9548 -3.5706
C34 -2.5076 1.4258 2.4667
C35 6.5293 -1.3383 -0.5536
C36 -0.6087 -0.6244 5.6107
C37 5.3758 -3.5501 2.3915
C38 2.6063 -3.5798 2.2620
C39 -2.9011 1.9136 3.7018
C40 1.2151 -1.2903 4.1867
C41 0.2321 1.7177 -5.1274
C42 -3.8549 2.7230 -2.9584
C43 0.2370 -0.3597 4.5478
C44 3.3152 -4.7561 2.0815
H1 0.6230 -3.6288 6.5641
H2 -0.0199 -7.1856 -0.4372
H3 -1.4267 4.3052 -3.1991
H4 -1.1425 -2.0057 7.1639
H5 -5.0753 0.9576 -1.0162
H6 -1.7623 3.5553 -4.7504
H7 -6.6664 6.5897 -3.1830
H8 1.8617 -6.7693 -1.9855
H9 3.6000 0.3485 -0.5394
H10 6.0139 0.7357 -0.3225
H11 2.1370 -3.1719 4.6951
H12 -2.0263 0.9951 -0.1419
H13 -7.8848 5.3175 -3.3303
H14 0.1493 0.5744 4.0105
H15 1.1381 3.5186 -5.0221
H16 -6.9844 5.8611 -4.7497
H17 5.1814 -1.4319 2.7420
H18 2.3159 2.5879 -2.9526
H19 7.5942 -1.1624 -0.4777
H20 1.5247 -3.6040 2.2623
H21 -0.7716 4.1084 1.3501
H22 -2.8354 3.5734 5.0601
H23 2.7518 -4.5016 -2.2649
H24 -7.1850 3.2011 -2.5447
H25 -1.3588 0.1037 5.8901
H26 4.3278 -3.8768 -0.9114
H27 -6.6715 1.1756 -1.7165
H28 -3.2432 0.7240 -2.3791
H29 -0.9684 2.4403 -0.4126
H30 6.4559 -3.5414 2.4564
H31 -4.2841 5.8178 -4.2609
H32 5.2592 -5.6618 2.0400
H33 2.7844 -5.6835 1.9068
H34 -5.4421 0.2932 -2.6092
H35 -2.7985 0.4270 2.1594
H36 0.9614 3.4985 -2.7089
H37 -2.1276 5.2702 -4.5094
H38 -0.0930 -3.0436 0.6097
H39 6.7407 -3.4614 -0.7699
H40 -1.0126 -5.3128 0.8340
H41 -3.5038 1.2983 4.3570
H42 -1.4760 4.9807 3.5524